Entry 1:
Below is a 3-piece molecular cluster, C6H15N overall, with properties calculated with ωB97M-V/def2-TZVPD.

Geometry (Å):
H1 -2.6385 1.0404 0.0679
C1 -2.3437 0.9187 -0.9804
H2 0.6348 1.2831 -0.7499
H3 -1.1133 -0.3535 -2.2185
H4 1.1778 -0.2973 -1.5613
C2 2.6615 0.3436 0.2820
C3 -1.4017 -0.2468 -1.1706
C4 0.8326 0.2253 -0.6802
H5 1.1397 -2.3052 0.0182
H6 -0.2481 1.3021 1.4593
C5 0.1970 -0.4955 0.3574
H7 -3.2795 0.8155 -1.5479
H8 3.1465 1.1548 -0.2615
H9 0.0027 -2.3067 1.3123
H10 -1.3002 -0.0672 1.8174
N1 0.4027 -1.8331 0.5180
C6 -0.2699 0.2229 1.5958
H11 -1.8845 1.8569 -1.3112
H12 2.6149 0.5802 1.3453
H13 3.1701 -0.6075 0.1212
H14 -1.8501 -1.1967 -0.8711
H15 0.3492 -0.0338 2.4578

Summary:
Gap between HOMO and LUMO: 7.27 eV
E_tot: -7951.101 eV
Net charge: 0
HOMO level: -6.326 eV
Multiplicity: 1
F_max: 5.55 eV/A
Relative energy (zero: lowest compared OMol25 entry of this formula, charge and spin): 107.6 kcal/mol

***

Entry 2:
Below is a 2-piece molecular cluster, C2H6NS overall, with properties calculated with ωB97M-V/def2-TZVPD.

Geometry (Å):
N1 -0.2004 0.3442 0.2842
S1 -2.6620 -1.4983 2.4584
C1 0.5536 -0.0366 -0.8179
C2 1.3613 0.6432 -1.6387
H1 0.7118 -1.1160 -0.8363
H2 1.5099 1.7084 -1.5285
H3 -0.8933 1.0726 0.2397
H4 -1.8287 -0.7771 3.2270
H5 2.0778 0.0615 -2.2101
H6 -0.6300 -0.4019 0.8221

Summary:
Gap between HOMO and LUMO (spin up / spin down): 2.65 / 7.38 eV
E_tot: -14492.896 eV
Net charge: -2
HOMO level (spin up / spin down): 4.066 / -0.674 eV
Multiplicity: 2
F_max: 1.28 eV/A
Relative energy (zero: lowest compared OMol25 entry of this formula, charge and spin): 1.8 kcal/mol

***

Entry 3:
Below is the molecule C4H13N2, with properties calculated with ωB97M-V/def2-TZVPD.

Geometry (Å):
C1 -0.6136 -1.7299 -0.1302
H1 -1.5191 -2.4157 -0.2692
H2 -0.3527 2.1327 -1.0923
H3 0.1002 -1.8942 -0.9853
N1 0.6591 2.1419 -0.9965
H4 1.8483 1.3770 0.4125
N2 -0.0058 -2.2522 1.1050
H5 -1.1782 0.1171 -0.9838
C2 1.0472 1.0883 -0.1419
H6 -2.1192 -0.3637 0.5257
H7 0.3598 0.0285 1.4007
H8 0.7605 2.9819 -0.3892
H9 -0.3838 -3.1419 1.2221
H10 0.9818 -2.2755 0.9219
H11 1.0925 0.1665 -0.7177
C3 -1.1736 -0.3776 -0.0444
H12 1.3533 2.2648 -1.7921
C4 -0.1525 0.6762 0.7172
H13 -0.7041 1.4759 1.2371

Summary:
Gap between HOMO and LUMO (spin up / spin down): 4.45 / 10.63 eV
E_tot: -7334.319 eV
Net charge: 0
HOMO level (spin up / spin down): -3.588 / -9.889 eV
Multiplicity: 2
F_max: 5.05 eV/A
Relative energy (zero: lowest compared OMol25 entry of this formula, charge and spin): 68.3 kcal/mol

***

Entry 4:
Below is the molecule CH4N2OS, with properties calculated with ωB97M-V/def2-TZVPD.

Geometry (Å):
N1 -0.8780 -0.5885 -0.0916
H1 -0.9676 1.4287 -0.1828
N2 1.1550 0.7292 -0.2486
H2 2.0932 -1.3384 0.7462
H3 -2.6079 -1.3102 0.2170
C1 -0.2199 0.5138 -0.0866
S1 2.3200 -0.5514 -0.2915
O1 -2.2887 -0.3945 -0.3689
H4 1.3938 1.5112 0.3068

Summary:
Gap between HOMO and LUMO: 9.96 eV
E_tot: -16961.431 eV
Net charge: 0
HOMO level: -9.204 eV
Multiplicity: 1
F_max: 5.36 eV/A
SMILES: O/N=C/NS
Relative energy (zero: lowest compared OMol25 entry of this formula, charge and spin): 86.7 kcal/mol